Below is a structure of composition C49H57IN5OP2Sr in a non-equilibrium geometry, with properties calculated with wB97M-V/def2-TZVPD.

Computed properties:
- Highest occupied orbital energy: -0.1278 Ha
- Kohn-Sham gap: 5.6 eV
- Energy above the lowest of the compared OMol25 structures with the same formula, charge and spin: 64.9 kcal per mole
- Net charge: -1
- LUMO energy: 2.16 eV

Geometry (Å):
Sr (-0.22240, -0.45291, 0.12762)
C (-2.34950, 0.82854, 4.87129)
C (-1.81237, 0.89762, 3.57669)
N (-1.72785, -0.12851, 2.76500)
C (-2.19159, -1.32279, 3.16589)
C (-2.75190, -1.50499, 4.46816)
C (-2.80443, -0.37971, 5.31856)
C (-3.25168, -2.75376, 4.86568)
C (-3.16368, -3.82260, 4.00524)
C (-2.62709, -3.66862, 2.73951)
C (-2.17533, -2.43159, 2.25254)
N (-1.71390, -2.30428, 0.99039)
C (-2.29235, -3.08424, 0.04210)
C (-3.67424, -3.32038, 0.01354)
C (-4.27977, -4.09619, -0.96215)
C (-3.53184, -4.68781, -1.95359)
C (-2.15411, -4.44133, -2.01927)
C (-1.35719, -4.92746, -3.07449)
C (-0.02725, -4.61550, -3.11995)
C (0.51088, -3.85727, -2.07495)
N (-0.19435, -3.38761, -1.07193)
C (-1.51709, -3.63405, -1.02935)
H (-2.38375, 1.71034, 5.49784)
H (-1.44398, 1.83879, 3.20007)
H (-3.21180, -0.49634, 6.31586)
H (-3.70183, -2.85108, 5.84274)
H (-3.52889, -4.79506, 4.30744)
H (-2.56508, -4.52519, 2.08087)
H (-4.28390, -2.85462, 0.77758)
H (-5.35503, -4.23025, -0.94365)
H (-3.99503, -5.30644, -2.70761)
H (-1.82962, -5.51621, -3.84818)
H (0.60008, -4.92695, -3.94083)
H (1.56436, -3.60796, -2.06072)
C (0.41751, 3.92695, -1.46621)
C (0.20674, 3.17481, -2.76968)
C (-0.81979, 3.96278, -3.59132)
P (-0.29864, 1.23264, -2.55879)
C (-0.11232, 0.94573, -4.47164)
C (0.43436, -0.47272, -4.72060)
C (0.81853, 1.85453, -5.28577)
C (-1.88686, 1.80405, -1.78776)
C (-3.06291, 1.96206, -2.50199)
C (-4.26566, 2.21867, -1.86522)
C (-4.30266, 2.25783, -0.48239)
C (-3.13667, 2.11727, 0.24500)
C (-1.89940, 1.93363, -0.38018)
N (-0.72419, 1.76106, 0.34487)
C (-0.32906, 2.60805, 1.29656)
C (-0.99383, 3.84022, 1.56551)
C (-0.53049, 4.76474, 2.46050)
C (0.65085, 4.54346, 3.16428)
C (1.33227, 3.36632, 2.93999)
C (0.87065, 2.38472, 2.06353)
P (1.77671, 0.83132, 1.86167)
C (2.23862, 0.09486, 3.54861)
C (2.23340, 1.01219, 4.76845)
C (1.32522, -1.09327, 3.84211)
C (3.49200, 1.34146, 1.24681)
C (4.47749, 1.99358, 2.21562)
C (3.30201, 2.23029, 0.02589)
H (0.84499, 4.91282, -1.66559)
H (1.07949, 3.38827, -0.80072)
H (-0.52323, 4.08136, -0.94706)
H (1.17480, 3.17929, -3.28275)
H (-1.62750, 4.29786, -2.94350)
H (-1.27278, 3.37140, -4.38270)
H (-0.36458, 4.84917, -4.04181)
H (-1.12460, 1.01552, -4.89349)
H (1.13188, -0.76961, -3.93793)
H (0.98133, -0.49809, -5.66526)
H (-0.34876, -1.21860, -4.79389)
H (1.84044, 1.76492, -4.91405)
H (0.54157, 2.90104, -5.30409)
H (0.80544, 1.50381, -6.32156)
H (-3.04891, 1.87617, -3.58050)
H (-5.16895, 2.34958, -2.44489)
H (-5.24440, 2.38872, 0.03589)
H (-3.17064, 2.12535, 1.32662)
H (-1.90107, 4.05597, 1.01984)
H (-1.07793, 5.68768, 2.60997)
H (1.02642, 5.27059, 3.87215)
H (2.26260, 3.20558, 3.46112)
H (3.24972, -0.30552, 3.39083)
H (1.31277, 1.59098, 4.80288)
H (3.08026, 1.69437, 4.77848)
H (2.28517, 0.40598, 5.67516)
H (0.31773, -0.74744, 4.05305)
H (1.69160, -1.63305, 4.71822)
H (1.28483, -1.77521, 2.99526)
H (3.92650, 0.38683, 0.91831)
H (4.13180, 2.97427, 2.53374)
H (5.43334, 2.13483, 1.70582)
H (4.65317, 1.37673, 3.09416)
H (3.02399, 3.23694, 0.33637)
H (2.50481, 1.82876, -0.59788)
H (4.21849, 2.29092, -0.56167)
O (1.70709, -2.83296, 1.00520)
C (2.94629, -3.19289, 0.47817)
C (3.38540, -2.42388, -0.75018)
C (4.48486, -2.87179, -1.48370)
C (4.89297, -2.14640, -2.58696)
C (4.19081, -0.99870, -2.92436)
C (3.10606, -0.64085, -2.13985)
N (2.71325, -1.33285, -1.08251)
H (1.00530, -3.07105, 0.36551)
H (2.97602, -4.27076, 0.24733)
H (3.69018, -3.01439, 1.26690)
H (5.00187, -3.77333, -1.18815)
H (5.73421, -2.47589, -3.17917)
H (4.47435, -0.40118, -3.77487)
H (2.51274, 0.23520, -2.36628)
I (-2.98002, -1.32607, -3.70909)
C (-1.26904, -0.59019, -2.49813)
H (-1.70864, -0.59041, -1.50009)
H (-0.56385, -1.42064, -2.55408)

Atomic forces in eV per Å
Sr 1.013 -2.030 0.224
C -0.106 -0.278 0.299
C 0.025 0.090 -0.204
N 0.317 0.418 -0.529
C -0.479 -0.568 0.644
C 0.126 0.097 -0.300
C 0.091 0.176 -0.109
C -0.102 -0.334 0.125
C -0.129 0.239 0.432
C 0.243 0.250 -0.255
C -0.201 -0.650 0.408
N 0.467 0.434 -0.126
C -0.731 -0.227 -0.225
C 0.358 0.302 0.034
C 0.118 -0.353 -0.311
C -0.325 -0.038 0.056
C 0.125 0.129 0.222
C 0.172 0.131 0.079
C -0.264 -0.188 -0.152
C 0.111 0.248 0.249
N 0.670 0.059 0.055
C -0.697 -0.386 -0.167
H 0.022 0.029 -0.064
H 0.070 0.120 0.031
H -0.027 0.010 0.025
H -0.012 -0.042 0.128
H -0.008 -0.072 0.063
H -0.031 0.024 0.020
H 0.033 -0.027 -0.003
H 0.010 -0.011 0.008
H -0.044 -0.013 -0.135
H 0.001 -0.034 -0.112
H 0.080 -0.071 -0.034
H 0.101 -0.030 -0.138
C 0.095 -0.129 -0.195
C -0.006 -0.289 0.148
C 0.213 -0.084 0.033
P 0.420 1.297 -1.056
C -0.065 -0.156 0.278
C -0.168 -0.073 -0.029
C -0.210 0.111 0.083
C 0.342 -0.151 0.203
C -0.145 0.106 -0.052
C -0.078 -0.005 -0.077
C -0.135 0.083 0.066
C -0.062 -0.079 0.170
C -0.567 0.314 -0.282
N 0.185 0.836 0.304
C 0.266 0.707 0.325
C -0.312 0.042 -0.145
C 0.106 0.018 0.102
C 0.156 0.212 0.243
C -0.144 0.113 -0.087
C -0.012 -0.087 0.059
P 1.175 0.246 0.510
C -0.317 0.022 -0.096
C 0.152 -0.075 -0.119
C 0.070 -0.036 -0.166
C -0.209 -0.078 0.039
C -0.155 -0.203 -0.069
C -0.011 -0.207 0.049
H 0.069 0.187 0.036
H 0.092 0.055 0.169
H -0.100 0.047 0.072
H -0.059 -0.061 -0.034
H -0.098 0.047 0.041
H -0.091 -0.004 -0.189
H -0.009 0.135 -0.078
H 0.089 -0.075 -0.003
H 0.041 -0.076 0.044
H 0.023 -0.017 -0.045
H -0.062 -0.163 0.083
H 0.124 0.064 -0.035
H 0.032 0.104 0.070
H 0.067 -0.007 -0.019
H 0.025 -0.034 -0.024
H -0.074 -0.029 -0.030
H -0.033 0.034 0.020
H -0.014 0.021 0.063
H 0.013 0.040 -0.027
H -0.064 0.017 -0.023
H 0.026 0.044 -0.019
H 0.000 -0.041 0.072
H -0.059 0.123 -0.065
H -0.046 0.039 0.088
H 0.012 0.167 0.019
H 0.029 -0.032 0.050
H -0.130 -0.015 0.097
H -0.025 -0.063 0.033
H -0.060 -0.113 0.044
H -0.077 0.027 0.029
H -0.032 0.087 0.040
H 0.068 0.012 0.005
H 0.064 -0.001 0.114
H -0.084 0.039 -0.043
H -0.055 0.102 -0.232
H 0.087 0.014 -0.075
O -0.133 0.189 -0.039
C 0.166 -0.203 0.179
C 0.237 -0.182 0.011
C -0.114 0.091 0.070
C -0.126 0.047 0.051
C 0.023 -0.082 0.089
C 0.259 0.279 -0.405
N -0.553 -0.040 0.425
H -0.217 -0.092 -0.060
H 0.072 0.133 0.005
H -0.076 -0.058 -0.083
H 0.023 -0.097 0.038
H 0.087 -0.009 -0.043
H -0.025 0.099 -0.116
H -0.060 0.112 -0.073
I 0.127 0.075 0.135
C -0.081 -0.368 -0.325
H -0.796 -0.306 -0.483
H -0.081 -0.121 -0.102

Below is a structure of composition C49H59AsN2RuTe in a non-equilibrium geometry, with properties calculated with wB97M-V/def2-TZVPD.

Computed properties:
- Highest occupied orbital energy (alpha / beta): -0.3495 / -0.3652 Ha
- Kohn-Sham gap (alpha / beta): 7.5 / 5.7 eV
- Energy above the lowest of the compared OMol25 structures with the same formula, charge and spin: 6.7 kcal per mole
- Net charge: +1
- Spin multiplicity: 6
- LUMO energy (alpha / beta): -1.99 / -4.29 eV

Geometry (Å):
Ru (0.13156, 0.44819, -0.22334)
C (3.59607, 1.77156, -0.58682)
C (3.97954, 1.15847, 0.77320)
C (4.93733, -0.01101, 0.54406)
C (2.71128, 0.77460, 1.50248)
C (2.05698, 1.68593, 2.33646)
C (0.84540, 1.37817, 2.93025)
C (0.23266, 0.13970, 2.71943)
C (-1.01784, -0.22571, 3.45834)
C (0.89769, -0.79721, 1.91621)
C (2.12861, -0.48162, 1.32492)
H (4.39977, 1.63296, -1.30534)
H (3.40861, 2.83682, -0.49617)
H (2.68299, 1.28744, -0.97842)
H (4.50457, 1.91420, 1.36602)
H (4.52640, -0.71683, -0.17427)
H (5.14661, -0.54282, 1.46876)
H (5.87869, 0.36524, 0.14650)
H (2.50975, 2.64486, 2.54089)
H (0.37659, 2.09354, 3.59226)
H (-0.83243, -0.18026, 4.53065)
H (-1.34861, -1.22908, 3.20197)
H (-1.82496, 0.46777, 3.23251)
H (0.54166, -1.82483, 1.88057)
H (2.67731, -1.26358, 0.81683)
C (-6.29065, -0.66521, 4.39817)
C (-5.38024, -0.19254, 3.31074)
C (-4.70577, 1.01353, 3.40973)
C (-3.89112, 1.49487, 2.39194)
C (-3.26142, 2.84008, 2.59205)
C (-3.74714, 0.74923, 1.21436)
As (-2.62585, 1.31701, -0.38146)
N (-1.16744, 2.14195, 0.28310)
C (-0.75739, 3.42633, 0.32684)
C (0.63469, 3.64856, 0.33851)
C (1.15763, 4.90732, 0.50021)
C (0.30816, 5.99965, 0.60907)
C (-1.06498, 5.81182, 0.53845)
C (-1.60095, 4.55197, 0.39546)
C (-3.52799, 2.75296, -1.44510)
C (-4.90979, 2.96490, -1.36526)
C (-5.81040, 2.10429, -0.53418)
C (-5.48711, 3.98808, -2.10002)
C (-4.74009, 4.79874, -2.94191)
C (-5.40295, 5.88907, -3.72470)
C (-3.38488, 4.52961, -3.06858)
C (-2.76866, 3.50677, -2.35332)
C (-1.30591, 3.27382, -2.62218)
C (-4.39669, -0.49126, 1.11444)
C (-4.34995, -1.38591, -0.09231)
C (-5.20033, -0.93725, 2.15690)
H (-6.31231, 0.04415, 5.21991)
H (-5.96489, -1.63025, 4.78072)
H (-7.30286, -0.78834, 4.01608)
H (-4.82907, 1.61481, 4.29998)
H (-3.30898, 3.12493, 3.64070)
H (-3.81190, 3.58789, 2.01871)
H (-2.21895, 2.84549, 2.28140)
H (1.26839, 2.77365, 0.20155)
H (2.22570, 5.05838, 0.54453)
H (0.71826, 6.98711, 0.73872)
H (-1.72331, 6.66482, 0.59922)
H (-2.67044, 4.41630, 0.32982)
H (-5.65626, 1.05411, -0.78126)
H (-6.84909, 2.35663, -0.72891)
H (-5.61957, 2.24157, 0.52894)
H (-6.55340, 4.14478, -2.01698)
H (-6.36769, 6.14978, -3.29634)
H (-5.57341, 5.54977, -4.74576)
H (-4.78691, 6.78454, -3.76479)
H (-2.78446, 5.12400, -3.74560)
H (-1.11307, 3.30597, -3.69294)
H (-0.95910, 2.30472, -2.23875)
H (-0.70290, 4.05577, -2.16090)
H (-3.62770, -1.04349, -0.83215)
H (-5.33370, -1.42151, -0.56092)
H (-4.09503, -2.40336, 0.20135)
H (-5.71316, -1.88320, 2.04619)
N (1.38737, -1.03017, -1.79411)
C (1.50373, -2.31988, -1.21619)
C (2.71802, -2.99393, -1.21202)
C (2.82203, -4.23192, -0.60465)
C (1.71175, -4.81193, -0.01457)
C (0.49546, -4.14535, -0.02104)
C (0.39153, -2.89520, -0.60436)
H (2.25095, -0.76810, -2.26332)
H (0.60388, -1.02077, -2.46467)
H (3.58018, -2.54020, -1.67999)
H (3.77367, -4.74047, -0.60480)
H (1.79935, -5.77920, 0.45404)
H (-0.36800, -4.60808, 0.43457)
H (-0.55403, -2.34588, -0.58685)
C (-2.03021, 2.90349, -8.42692)
C (-1.99364, 2.20977, -7.10738)
C (-0.78618, 1.85318, -6.52710)
C (-0.73560, 1.12393, -5.35231)
C (0.60319, 0.75534, -4.78644)
C (-1.93200, 0.73382, -4.73691)
Te (-1.89601, -0.60577, -3.09286)
C (-3.16280, 1.13648, -5.27775)
C (-4.47075, 0.78496, -4.63548)
C (-3.16943, 1.87276, -6.45002)
H (-1.03687, 3.21586, -8.73346)
H (-2.68306, 3.77253, -8.40273)
H (-2.41410, 2.22029, -9.18310)
H (0.13355, 2.14044, -7.01515)
H (1.40093, 1.23353, -5.34980)
H (0.74446, -0.32682, -4.84376)
H (0.68623, 1.07368, -3.74064)
H (-4.51863, 1.17072, -3.61438)
H (-4.61287, -0.29751, -4.60035)
H (-5.29879, 1.20858, -5.19885)
H (-4.10848, 2.17856, -6.88980)

Atomic forces in eV per Å
Ru -0.506 0.814 0.247
C -0.109 -0.065 0.063
C 0.039 -0.153 -0.169
C -0.070 0.173 0.221
C 0.000 -0.031 0.027
C -0.095 -0.181 0.122
C 0.122 -0.121 -0.096
C 0.132 -0.136 0.053
C 0.000 0.074 -0.073
C -0.006 -0.020 0.246
C 0.102 0.116 0.154
H 0.081 0.050 -0.121
H -0.150 0.147 -0.091
H 0.394 0.178 0.015
H -0.091 -0.036 -0.013
H -0.011 -0.126 -0.113
H 0.039 -0.097 0.087
H 0.016 -0.035 -0.044
H 0.073 0.127 -0.051
H -0.060 0.074 -0.003
H -0.030 -0.046 0.080
H -0.060 -0.066 0.008
H -0.021 -0.004 0.013
H -0.056 0.215 -0.119
H -0.113 0.049 -0.128
C -0.003 -0.033 0.025
C 0.017 -0.011 -0.138
C 0.070 -0.021 -0.111
C -0.041 0.144 -0.057
C 0.036 -0.071 0.000
C 0.295 -0.027 -0.370
As -1.051 0.271 0.188
N 0.985 -2.626 -0.160
C 0.650 1.468 0.105
C -0.399 -0.374 -0.012
C 0.061 0.284 -0.058
C 0.036 0.024 0.011
C 0.155 0.190 -0.004
C -0.060 -0.546 0.011
C -0.017 -0.405 0.046
C -0.021 0.008 0.085
C -0.064 0.055 0.053
C 0.141 -0.012 -0.031
C 0.078 -0.035 0.108
C 0.013 -0.018 -0.079
C -0.141 -0.082 0.101
C 0.098 -0.170 0.008
C 0.142 -0.058 0.020
C 0.051 -0.006 -0.047
C 0.177 0.177 -0.096
C 0.111 0.208 0.099
H -0.053 0.019 0.103
H 0.000 -0.085 0.069
H -0.079 -0.008 0.030
H 0.018 0.058 0.097
H -0.025 0.054 0.037
H 0.113 0.108 -0.030
H -0.072 0.092 0.023
H 0.001 0.292 0.103
H 0.151 -0.024 -0.060
H 0.031 0.159 0.021
H -0.088 0.083 0.006
H 0.020 0.065 0.045
H -0.113 -0.075 0.102
H -0.080 -0.039 -0.020
H -0.104 -0.085 0.009
H -0.109 0.041 0.002
H -0.039 0.029 0.019
H -0.026 0.068 -0.124
H 0.042 0.049 -0.030
H 0.060 0.020 -0.074
H -0.051 -0.060 -0.065
H -0.013 0.227 -0.201
H 0.048 -0.005 0.038
H -0.140 -0.162 -0.032
H -0.006 -0.013 -0.127
H 0.033 -0.059 -0.020
H -0.044 -0.116 -0.003
N -0.577 0.528 0.091
C 0.008 -0.563 0.223
C -0.156 0.194 -0.047
C -0.021 -0.012 0.018
C 0.050 -0.078 0.050
C 0.026 -0.067 0.019
C -0.059 0.247 -0.180
H -0.209 0.162 0.068
H 0.364 0.105 -0.022
H 0.114 0.021 -0.092
H 0.066 -0.086 0.027
H -0.035 -0.106 0.036
H -0.078 0.030 0.037
H 0.118 -0.170 -0.037
C -0.012 0.043 -0.111
C 0.013 -0.028 0.159
C -0.079 0.033 -0.021
C 0.105 -0.109 0.197
C 0.089 0.001 0.027
C 0.066 -0.278 0.205
Te -0.140 0.200 -0.514
C -0.170 -0.067 0.159
C -0.136 -0.066 0.049
C 0.169 0.039 -0.110
H 0.077 0.083 -0.055
H -0.058 0.088 -0.027
H -0.048 0.004 -0.119
H 0.145 0.006 -0.039
H 0.055 0.014 -0.036
H 0.096 0.022 0.108
H 0.012 -0.087 -0.071
H -0.019 -0.051 -0.007
H 0.003 0.045 0.074
H -0.033 0.057 -0.023
H -0.160 -0.024 0.037